DFT (wB97M-V/def2-TZVPD) results for a single C4H6OS molecule at a distorted geometry.

Each line ends with the Mulliken charge.
Atoms and positions in Å:
C: -2.085 -0.241 -0.164  -0.879
C: -0.758 -0.278 -0.062  0.538
C: 0.160 0.973 0.032  -0.567
O: 1.426 0.680 -0.474  -0.343
C: 1.775 -0.582 0.027  -0.311
S: 0.295 -1.692 -0.161  -0.152
H: -2.642 0.684 -0.186  0.254
H: -2.696 -1.126 -0.197  0.263
H: 0.212 1.235 1.106  0.290
H: -0.332 1.815 -0.538  0.308
H: 2.668 -0.948 -0.493  0.310
H: 1.977 -0.520 1.108  0.288

The SMILES is C=C1COCS1. The energy above the lowest of the compared OMol25 structures with the same formula, charge and spin is 131.0 kJ/mol. Its spin multiplicity is 1.


DFT (wB97M-V/def2-TZVPD) results for a single C4H6OS molecule at a distorted geometry.

Each line ends with the Mulliken charge.
Atoms and positions in Å:
C: 0.611 0.452 0.185  0.120
C: -0.032 -0.564 -0.422  0.267
C: 0.730 1.319 1.328  -0.892
C: -0.914 -1.688 -0.412  -0.801
O: 0.100 1.358 -2.546  -0.587
S: 0.963 0.436 -1.628  0.227
H: 0.096 2.255 1.213  0.275
H: 1.731 1.726 1.532  0.296
H: 0.233 0.756 2.109  0.295
H: -0.589 -2.460 -1.252  0.253
H: -2.013 -1.338 -0.636  0.253
H: -0.915 -2.251 0.529  0.294

The energy above the lowest of the compared OMol25 structures with the same formula, charge and spin is 304.5 kJ/mol. Its spin multiplicity is 1.


The records above give, respectively, E_HOMO values of -8.47, -9.07 eV.
The records above give, respectively, gap between HOMO and LUMO values of 9.3, 9.7 eV.